Entry 1:
A structure of composition C7H12N3O2. Source: the OMol25 dataset; level of theory: ωB97M-V/def2-TZVPD.

Computed properties:
**Calculated total energy**: -16011.332 eV
**Energy relative to the best compared isomer or geometry (same formula, charge and spin)**: 14.1 kcal per mole
**Net charge**: +1

Last column: Löwdin charge in e.
Atoms and positions in Å:
1 C -0.730 -1.473 0.431  -0.46
2 C -2.013 0.217 -0.199  -0.40
3 C 1.169 -0.957 -1.428  -0.04
4 C 2.521 -0.773 -0.630  -0.09
5 C 1.201 0.367 0.889  -0.23
6 C 0.034 -0.626 -0.472  -0.20
7 C 0.707 1.678 1.410  -0.01
8 N -1.903 -0.804 0.692  0.25
9 N -0.912 0.332 -0.917  0.18
10 N -3.032 0.942 -0.373  0.26
11 O -0.413 -2.511 0.909  0.15
12 O 2.242 0.472 0.056  -0.08
13 H 1.324 -0.338 -2.271  0.11
14 H 1.119 -2.084 -1.674  0.16
15 H 2.610 -1.626 0.100  0.15
16 H 3.328 -0.744 -1.262  0.10
17 H 1.189 -0.518 1.592  0.16
18 H -0.441 1.718 1.622  0.11
19 H 1.096 2.431 0.571  0.15
20 H 1.155 2.010 2.277  0.05
21 H -2.622 -1.122 1.346  0.20
22 H -0.853 0.772 -1.822  0.19
23 H -3.702 1.050 0.324  0.12
24 H -3.075 1.584 -1.170  0.17

Entry 2:
The ion C7H12N3O2 with charge +1. Source: the OMol25 dataset; level of theory: ωB97M-V/def2-TZVPD.

Computed properties:
**Calculated total energy**: -16011.945 eV
**Energy relative to the best compared isomer or geometry (same formula, charge and spin)**: 0.0 kcal per mole
**SMILES**: C[C@H]1C=C(C(N)=O)[NH2+]C=C(N)O1
**Net charge**: +1

Last column: Löwdin charge in e.
Atoms and positions in Å:
1 C 0.148 -1.086 -0.011  0.07
2 C -1.245 -0.869 0.516  -0.32
3 C -1.094 1.460 -0.170  -0.36
4 C 2.549 -0.161 -0.189  -0.45
5 C 0.091 1.766 0.419  -0.02
6 C 1.117 -0.227 0.292  -0.13
7 C -2.182 -2.020 0.185  -0.01
8 N -1.716 2.350 -0.975  0.18
9 N 2.966 -1.018 -1.114  0.22
10 N 0.914 0.868 1.201  0.10
11 O -1.783 0.304 -0.118  0.04
12 O 3.241 0.704 0.328  0.08
13 H 0.282 -1.866 -0.742  0.13
14 H -1.239 -0.707 1.606  0.16
15 H 0.499 2.749 0.268  0.13
16 H -3.194 -1.766 0.488  0.10
17 H -2.182 -2.212 -0.884  0.10
18 H -1.873 -2.915 0.717  0.10
19 H -1.399 3.301 -1.022  0.12
20 H -2.656 2.145 -1.266  0.13
21 H 2.373 -1.720 -1.523  0.12
22 H 3.929 -0.967 -1.416  0.14
23 H 1.904 1.263 1.280  0.17
24 H 0.548 0.624 2.129  0.20

Entry 3:
A cluster of 2 separate species, C7H12N4O in total. Source: the OMol25 dataset; level of theory: ωB97M-V/def2-TZVPD.

Computed properties:
**Calculated total energy**: -15459.206 eV
**Energy relative to the best compared isomer or geometry (same formula, charge and spin)**: 43.9 kcal per mole

Last column: Löwdin charge in e.
Atoms and positions in Å:
1 C -0.923 -0.388 1.213  -0.28
2 C -2.010 0.267 1.712  -0.21
3 C 2.102 1.144 0.321  -0.57
4 C -2.063 0.455 -0.441  -0.46
5 C -2.394 0.878 -1.816  -0.07
6 C 0.988 -2.266 -0.775  -0.06
7 C 1.274 -0.836 -0.833  -0.13
8 N -0.912 -0.240 -0.105  0.03
9 N -2.759 0.793 0.672  0.05
10 N 2.172 1.517 1.597  0.19
11 N 1.972 -0.288 0.123  0.09
12 O 2.390 1.882 -0.584  0.11
13 H 0.033 -0.579 1.780  0.08
14 H -2.292 0.532 2.736  0.08
15 H -3.232 0.261 -2.236  0.07
16 H -1.547 0.692 -2.563  0.08
17 H -2.793 1.952 -1.686  0.10
18 H 0.472 -2.612 -1.605  0.06
19 H 0.423 -2.734 0.102  0.12
20 H 2.069 -2.649 -0.703  0.12
21 H 1.122 -0.366 -1.827  0.16
22 H 1.674 0.946 2.270  0.10
23 H 1.975 2.501 1.649  0.13
24 H 2.258 -0.861 0.998  0.21

Largest force on an atom across the listed records, respectively: 4.8; 1.8; 3.6 eV/Å.
E_HOMO across the listed records, respectively: -12.317; -12.353; -7.174 eV.